[1]
ORCA calculation (ωB97M-V/def2-TZVPD) on 5 unconnected molecules or ions with the total composition C23H52N5O6.

Last column: Mulliken spin population.
Positions of all 86 atoms, in Å:
1 N -0.592 0.702 -0.221  -0.019
2 O -0.540 -0.492 -0.423  0.220
3 O 0.374 1.325 -0.618  0.483
4 O -1.507 1.321 0.378  0.324
5 C 5.534 -0.971 2.145  0.000
6 C 4.258 -0.635 1.527  0.000
7 O 3.578 0.329 1.880  0.000
8 N 3.907 -1.635 0.386  0.000
9 H 4.777 -1.635 -0.127  0.000
10 H 3.743 -2.571 0.729  0.000
11 C 2.810 -1.136 -0.571  -0.011
12 H 5.916 -1.989 2.224  0.000
13 H 5.601 -0.609 3.171  0.000
14 H 6.423 -0.516 1.708  0.000
15 H 1.916 -0.984 0.033  0.007
16 H 2.736 -1.891 -1.354  0.000
17 H 3.125 -0.141 -0.888  0.002
18 C -4.660 -3.418 -0.150  0.000
19 C -3.608 -3.264 -1.214  0.000
20 O -3.310 -2.193 -1.757  0.000
21 N -2.590 -4.346 -1.223  0.000
22 H -2.857 -5.240 -0.836  0.000
23 H -2.234 -4.650 -2.119  0.000
24 C -1.302 -3.899 -0.422  0.000
25 H -5.402 -2.621 -0.096  0.000
26 H -4.069 -3.315 0.760  0.000
27 H -5.084 -4.419 -0.070  0.000
28 H -0.695 -3.114 -0.873  0.001
29 H -0.752 -4.839 -0.385  0.000
30 H -1.679 -3.622 0.563  0.000
31 C 0.636 -2.999 5.230  0.000
32 C 0.450 -1.913 4.065  0.001
33 C -1.085 -1.808 3.924  -0.001
34 C -1.597 -0.666 3.027  0.035
35 C -1.307 0.616 3.744  -0.001
36 C 0.241 0.837 4.011  0.003
37 N 0.970 -0.472 4.407  0.000
38 O 2.360 -0.363 4.674  -0.001
39 C 0.487 1.956 5.086  0.000
40 C 0.947 1.311 2.732  -0.003
41 C 1.044 -2.309 2.799  0.002
42 H 1.634 -2.893 5.655  0.000
43 H 0.579 -4.032 4.886  0.000
44 H -0.045 -2.758 6.047  0.000
45 H -1.401 -1.466 4.909  -0.001
46 H -1.639 -2.733 3.762  0.000
47 H -2.622 -0.995 2.853  -0.001
48 H -1.293 -0.491 1.995  -0.025
49 H -1.745 0.715 4.737  0.000
50 H -1.730 1.507 3.280  0.000
51 H 0.612 2.925 4.601  0.000
52 H 1.522 1.873 5.418  0.000
53 H -0.247 1.884 5.889  0.000
54 H 1.881 1.872 2.776  -0.001
55 H 0.329 2.090 2.285  -0.003
56 H 0.967 0.513 1.989  -0.002
57 H 0.668 -3.289 2.505  0.000
58 H 2.074 -2.633 2.953  0.000
59 H 0.851 -1.704 1.913  -0.004
60 C 0.964 5.584 -5.546  0.000
61 C 0.924 4.339 -4.638  0.000
62 C -0.587 3.802 -4.856  0.000
63 N -1.059 2.637 -3.926  0.001
64 C -1.394 3.325 -2.588  -0.002
65 C -0.002 1.501 -3.896  0.003
66 C -0.764 0.203 -4.142  -0.001
67 C -2.200 0.580 -3.836  0.002
68 C -2.371 2.004 -4.378  -0.001
69 H 1.990 5.922 -5.691  0.000
70 H 0.525 6.438 -5.030  0.000
71 H 0.522 5.399 -6.525  0.000
72 H 1.218 4.445 -3.594  0.000
73 H 1.650 3.603 -4.984  0.000
74 H -0.685 3.640 -5.930  0.000
75 H -1.323 4.592 -4.707  0.000
76 H -1.758 2.527 -1.941  -0.002
77 H -2.076 4.171 -2.683  0.000
78 H -0.439 3.577 -2.127  0.000
79 H 0.706 1.484 -3.068  -0.005
80 H 0.596 1.678 -4.790  0.000
81 H -0.321 -0.528 -3.466  -0.003
82 H -0.561 -0.149 -5.153  0.000
83 H -2.433 0.505 -2.774  -0.001
84 H -2.931 0.002 -4.401  0.000
85 H -3.254 2.612 -4.180  0.000
86 H -2.290 2.002 -5.465  0.000

Output
Net charge: +4
Frontier orbital gap (alpha / beta) (eV): 6.46 / 4.84
LUMO energy (alpha / beta) (eV): -13.364 / -14.987
2S+1: 2
⟨S²⟩: 0.757

---

[2]
ORCA calculation (ωB97M-V/def2-TZVPD) on 4 unconnected molecules or ions with the total composition C23H52N6O8P3S.

Last column: Mulliken charge in e.
Positions of all 93 atoms, in Å:
1 C 2.325 1.238 3.351  -1.427
2 C 2.461 -0.065 2.553  0.389
3 C 1.733 -1.251 3.200  -1.009
4 C 0.261 -1.349 2.724  1.444
5 C -0.240 -2.774 2.434  -1.133
6 C -0.495 -3.095 0.955  -0.853
7 C -1.239 -1.986 0.192  -0.870
8 C -0.229 -1.193 -0.636  -0.900
9 C -0.862 0.011 -1.341  -1.084
10 C 0.136 0.719 -2.146  0.088
11 N 0.515 0.310 -3.351  -0.377
12 C 1.391 1.157 -3.826  0.529
13 N 1.974 1.080 -5.049  0.182
14 P 3.160 2.109 -5.799  0.359
15 N 3.705 1.510 -7.114  -0.727
16 P 1.416 -0.288 -6.050  0.322
17 O -0.037 -0.443 -6.017  -0.543
18 N 1.625 2.148 -2.892  -0.436
19 S 2.632 3.523 -2.834  -0.201
20 N 0.809 1.849 -1.819  0.747
21 P 0.820 2.861 -0.339  0.082
22 N -0.190 2.009 0.718  -0.187
23 O -0.141 4.083 -0.792  -0.408
24 H 3.157 1.369 4.035  0.374
25 H 1.400 1.293 3.923  0.327
26 H 2.347 2.091 2.670  0.291
27 H 3.519 -0.291 2.453  0.236
28 H 2.086 0.148 1.545  -0.190
29 H 2.281 -2.170 3.017  0.303
30 H 1.705 -1.022 4.261  0.328
31 H 0.135 -0.674 1.882  -1.183
32 H -0.365 -0.944 3.516  0.468
33 H -1.105 -3.029 3.035  0.369
34 H 0.544 -3.455 2.767  0.426
35 H -1.125 -3.984 0.931  0.356
36 H 0.409 -3.386 0.421  0.487
37 H -2.049 -2.352 -0.431  0.600
38 H -1.649 -1.299 0.933  0.339
39 H 0.157 -1.874 -1.397  0.457
40 H 0.639 -0.921 -0.036  0.734
41 H -1.593 -0.375 -2.050  0.509
42 H -1.403 0.663 -0.667  0.617
43 H 2.484 3.318 -6.012  0.097
44 H 4.163 2.315 -4.846  0.081
45 H 4.701 1.340 -7.080  0.244
46 H 2.162 -1.399 -5.627  0.112
47 H 1.866 0.055 -7.323  0.136
48 H 3.567 3.112 -1.953  0.230
49 H 0.118 1.057 0.889  -0.440
50 H -0.185 2.537 1.585  0.407
51 H 0.040 4.839 -0.222  0.295
52 O -6.677 5.612 -2.146  -0.542
53 C -5.649 5.281 -2.658  0.714
54 O -5.156 4.049 -2.395  -0.389
55 C -4.049 3.485 -3.091  -0.689
56 C -2.728 3.895 -2.469  -0.512
57 C -4.850 6.229 -3.524  -0.878
58 H -4.097 3.718 -4.156  0.404
59 H -4.176 2.407 -3.002  0.303
60 H -2.571 4.972 -2.529  0.302
61 H -1.896 3.399 -2.974  0.120
62 H -2.709 3.625 -1.415  0.284
63 H -4.212 6.838 -2.884  0.234
64 H -5.547 6.879 -4.046  0.317
65 H -4.240 5.737 -4.279  0.309
66 O 5.109 -0.068 4.749  -0.516
67 C 5.878 -0.889 4.331  0.833
68 O 5.393 -1.933 3.629  -0.310
69 C 6.229 -2.864 2.935  -0.440
70 C 6.702 -3.983 3.839  -1.048
71 C 7.354 -0.826 4.646  -1.180
72 H 7.057 -2.349 2.445  0.374
73 H 5.602 -3.273 2.144  0.354
74 H 7.323 -3.608 4.652  0.277
75 H 7.282 -4.711 3.272  0.382
76 H 5.849 -4.489 4.289  0.311
77 H 7.528 -1.303 5.609  0.295
78 H 7.641 0.220 4.714  0.336
79 H 7.989 -1.289 3.894  0.355
80 O -3.990 -1.845 2.863  -0.561
81 C -4.963 -2.306 2.333  0.831
82 O -5.074 -3.641 2.231  -0.387
83 C -6.270 -4.299 1.799  -0.417
84 C -6.344 -4.406 0.291  -0.969
85 C -6.020 -1.423 1.709  -1.031
86 H -7.151 -3.816 2.224  0.380
87 H -6.219 -5.294 2.236  0.330
88 H -6.383 -3.424 -0.181  0.263
89 H -7.229 -4.966 -0.008  0.374
90 H -5.460 -4.917 -0.093  0.283
91 H -5.716 -1.173 0.694  0.244
92 H -6.085 -0.508 2.293  0.334
93 H -7.013 -1.865 1.688  0.328

Output
Net charge: +1
Frontier orbital gap (eV): 8.52
LUMO energy (eV): -3.306

---

[3]
ORCA calculation (ωB97M-V/def2-TZVPD) on a molecular structure, C23H52O3P4PrS.

Last column: Mulliken spin population.
Positions of all 84 atoms, in Å:
1 Pr -0.096 -0.337 0.791  2.032
2 P -2.025 1.882 0.245  0.001
3 P -2.590 -1.734 1.344  0.005
4 P 1.279 1.135 -1.352  -0.003
5 H -1.492 -2.276 -1.455  -0.001
6 C -0.432 -2.029 -1.557  0.001
7 C 0.539 -2.617 -0.804  -0.004
8 H 0.323 -3.353 -0.021  0.000
9 C -3.107 1.938 -1.229  -0.001
10 C -3.261 2.116 1.564  -0.002
11 C -1.293 3.552 0.222  -0.003
12 C -2.253 -3.530 1.324  -0.002
13 C -3.212 -1.480 3.037  -0.001
14 C -4.087 -1.588 0.290  -0.001
15 C 2.607 0.136 -2.130  -0.001
16 C 2.222 2.555 -0.700  -0.002
17 C 0.437 1.843 -2.822  -0.001
18 H -0.196 -1.334 -2.367  0.000
19 H 1.604 -2.510 -1.044  0.000
20 H -3.746 2.831 -1.170  0.000
21 H -3.736 1.040 -1.265  0.000
22 H -2.504 1.974 -2.144  0.000
23 H -3.820 3.029 1.326  0.000
24 H -2.758 2.237 2.531  0.001
25 H -3.945 1.261 1.616  0.000
26 H -2.113 4.280 0.264  0.000
27 H -0.688 3.718 -0.676  0.000
28 H -0.655 3.671 1.106  0.000
29 H -3.144 -4.073 1.669  0.000
30 H -1.409 -3.746 1.991  0.000
31 H -1.975 -3.857 0.314  0.000
32 H -4.196 -1.948 3.178  0.000
33 H -3.293 -0.409 3.258  0.000
34 H -2.487 -1.917 3.733  0.001
35 H -4.841 -2.346 0.568  0.000
36 H -3.805 -1.731 -0.765  0.000
37 H -4.518 -0.581 0.393  0.000
38 H 3.183 0.768 -2.821  0.000
39 H 2.173 -0.706 -2.685  0.000
40 H 3.287 -0.280 -1.378  0.000
41 H 2.819 3.031 -1.488  0.000
42 H 2.889 2.203 0.096  0.000
43 H 1.544 3.297 -0.267  0.000
44 H 1.169 2.256 -3.535  0.000
45 H -0.268 2.630 -2.523  0.000
46 H -0.134 1.050 -3.329  0.000
47 C 1.825 -0.893 -6.868  0.000
48 C 1.097 -0.605 -8.040  0.000
49 C 0.938 -1.598 -9.012  0.000
50 C 1.507 -2.862 -8.830  0.000
51 C 2.252 -3.142 -7.676  0.000
52 C 2.419 -2.158 -6.698  0.000
53 S 2.017 0.290 -5.606  0.000
54 H 1.235 1.273 -6.120  0.000
55 H 0.670 0.385 -8.163  0.000
56 H 0.365 -1.374 -9.915  0.000
57 H 1.375 -3.638 -9.590  0.000
58 H 2.709 -4.119 -7.524  0.000
59 H 2.999 -2.344 -5.796  0.000
60 C -1.844 0.503 6.169  0.000
61 C -1.945 1.747 5.325  0.000
62 O -0.827 1.982 4.391  0.000
63 P 0.163 0.858 3.694  0.003
64 O 0.760 -0.083 4.878  0.001
65 C 2.130 -0.214 5.410  0.000
66 C 2.782 1.114 5.672  0.000
67 O 1.648 -1.168 1.803  -0.028
68 C 2.988 -0.915 1.445  0.004
69 C 3.597 0.198 2.276  -0.002
70 H -2.670 0.441 6.892  0.000
71 H -0.916 0.535 6.762  0.000
72 H -1.898 -0.363 5.503  0.000
73 H -2.837 1.756 4.694  0.000
74 H -1.958 2.644 5.938  0.000
75 H 2.002 -0.792 6.326  0.000
76 H 2.668 -0.835 4.694  0.000
77 H 2.840 1.710 4.753  0.000
78 H 2.215 1.648 6.440  0.000
79 H 3.791 0.951 6.057  0.000
80 H 3.636 -1.797 1.528  -0.001
81 H 2.980 -0.629 0.375  0.000
82 H 4.004 -0.220 3.211  0.000
83 H 4.426 0.679 1.741  0.000
84 H 2.860 0.983 2.528  0.000

Output
Net charge: +3
Frontier orbital gap (alpha / beta) (eV): 1.44 / 1.45
LUMO energy (alpha / beta) (eV): -12.034 / -12.030
2S+1: 3
⟨S²⟩: 2.005

---

- Which formula does entry 3 have?
  C23H52O3P4PrS

---

- Among the records above, which one has the lowest net charge?
  C23H52N6O8P3S

---

- Which value of net charge does entry 1 give?
  +4